--- 1 ---
Density functional theory data (the ωB97M-V functional and the def2-TZVPD basis) for a structure of composition C4H11N3O.

Gap between HOMO and LUMO = 0.342 hartree
M = 117.15 u
E_HOMO = -8.51 eV
Charge = 0

CARTESIAN COORDINATES (ANGSTROEM)
O: 0.37991 -1.48628 1.60614
N: 2.10781 -0.70592 -0.39498
N: 0.82220 -1.20635 -0.66473
N: 0.31130 -0.91003 -1.95054
C: -0.07975 -1.18618 0.38665
C: 0.03087 1.79764 0.81454
C: -2.10855 0.64450 0.42889
C: -0.81387 0.55261 0.74231
H: 0.38965 -0.40392 1.77694
H: -0.07169 -1.75347 -2.36334
H: -1.00723 -1.68472 0.09125
H: 0.55622 1.82704 1.77127
H: 0.80390 1.81025 0.04136
H: 2.22667 0.18661 -0.86916
H: -0.42916 -0.21008 -1.87453
H: 2.78379 -1.35060 -0.79189
H: -0.55160 2.71976 0.72339
H: -2.74239 -0.22878 0.30594
H: -2.60807 1.58793 0.22048

---

--- 2 ---
Density functional theory data (the ωB97M-V functional and the def2-TZVPD basis) for a cluster of 2 separate species, C4H11N3O in total.

Gap between HOMO and LUMO = 0.325 hartree
SMILES = N/C=C/N.CNC=O
M = 117.15 u
E_HOMO = -8.10 eV
Charge = 0

CARTESIAN COORDINATES (ANGSTROEM)
O: -0.33682 -4.23276 -0.90467
N: -1.00326 1.76622 0.85712
N: 2.47597 2.60693 -0.23615
N: -0.37796 -2.11168 -0.10672
C: -1.80525 -1.95503 -0.27944
C: 0.22357 2.45482 0.64750
C: 0.23641 -3.25670 -0.47416
C: 1.22646 1.93315 -0.04718
H: -1.64658 2.35692 1.36689
H: -0.89373 0.93176 1.42125
H: -2.35836 -2.58410 0.41847
H: 1.32852 -3.23074 -0.34099
H: -2.10364 -0.92250 -0.13128
H: -2.09790 -2.26008 -1.28308
H: 0.21446 3.50821 0.90353
H: 0.19368 -1.33464 0.17188
H: 3.16890 1.97317 -0.60286
H: 2.40080 3.39721 -0.86234
H: 1.15474 0.95983 -0.51777

---

Last place for stability: 1